[1]
ORCA calculation (ωB97M-V/def2-TZVPD) on a structure of composition C15H33IO30P2S6 in a non-equilibrium geometry.

HOMO-LUMO gap (eV): 8.06
LUMO (eV): 0.0220

Atoms and positions in Å:
O: -0.50742 2.66734 5.40457
H: -3.33016 -2.48309 0.83124
O: 1.57679 0.13259 -5.54610
H: -0.72474 -1.02614 -6.56060
O: 1.70934 -0.60678 -3.16286
H: -8.59192 2.79345 4.64861
H: -7.25625 4.66297 3.81695
H: -1.20808 2.59652 2.17953
H: -1.63376 -3.67765 2.12679
S: 3.82160 -3.12385 1.58021
H: 4.75576 -5.76536 2.40781
C: -0.19559 2.22377 4.08503
O: 2.71085 0.43281 -2.28887
O: 0.00221 -1.55445 -4.72011
O: -5.82967 -2.08972 -4.75854
H: -5.01994 -2.03682 -2.84342
C: 7.59040 3.67592 -0.23388
I: 1.56870 4.85820 0.85456
O: 0.36015 -1.10874 -0.66005
H: -5.18831 -3.64794 -3.59425
S: -5.23216 -2.41281 -6.24144
O: -0.68284 -3.13290 0.35898
O: -6.76482 1.95482 4.12248
O: 2.26475 -1.16669 -0.19026
H: 3.06732 -6.34107 2.48218
H: -7.16963 4.88572 5.58632
O: 3.43093 -4.67966 1.28483
C: -4.93086 -2.59912 -3.77598
O: -2.00453 4.60509 5.87719
H: 2.36117 3.74333 -2.75155
O: -4.37855 1.78004 4.84307
C: -1.06480 3.06644 3.15544
C: 3.45730 -4.51397 3.62439
H: 2.38687 -4.41903 3.83347
S: -5.25134 2.54448 3.98267
O: -3.71626 -2.79580 -5.77962
O: 2.89267 3.44548 -1.93325
O: -0.23459 0.81398 -3.97315
O: 2.17064 1.61031 0.19961
O: -4.98036 2.76312 2.57914
C: -2.48637 -1.88842 1.19582
H: 7.96456 1.39735 0.08359
C: -1.31324 -2.78232 1.58881
P: 1.68644 2.97063 -0.77164
H: 5.65232 2.40330 -2.11796
H: -3.17266 -1.44648 -4.33415
S: -2.03843 3.22632 5.44247
H: -7.44470 2.48767 5.98243
O: 2.68033 -2.29776 1.26166
C: 1.44720 -0.95002 -6.46608
C: -6.93038 4.21191 4.76018
H: 8.33848 2.05350 -1.71102
S: 0.76002 -0.21539 -4.17873
H: -0.58604 -2.23362 2.19662
H: 1.48912 -0.58307 -7.49509
O: -2.87796 2.22654 6.06055
O: 3.94168 -3.24036 3.20190
C: 3.70622 -5.45536 2.44900
C: -7.54012 2.82494 4.94527
H: 2.27579 -1.64448 -6.29374
H: 7.94901 4.44610 -1.07201
S: -0.85098 -1.89815 -0.69343
H: 0.87096 2.35193 3.88175
H: 0.04823 -2.63434 -6.49714
O: -5.52372 3.99352 4.68018
H: -0.45457 1.16255 4.01233
H: 6.08760 0.58812 -1.84345
H: -0.64067 4.06680 3.01864
C: 7.59414 2.10208 -0.79858
H: 8.32318 3.82561 0.66890
C: -3.54372 -2.47433 -4.40046
O: -2.31069 3.20626 3.83440
C: 6.09332 1.65232 -1.30431
H: -2.81868 -1.25587 2.02330
O: 5.08481 1.61813 -0.19328
O: 5.14347 -2.88138 1.04635
H: 2.32302 -1.76994 -1.00060
H: -2.82059 -3.15185 -3.93859
O: -5.18630 -1.18075 -6.99399
P: 2.96630 0.37366 -0.73118
H: 6.45777 3.90370 0.05049
O: -2.00960 -1.08627 0.11673
O: -5.87065 -3.61341 -6.73342
C: 0.10636 -1.60297 -6.14123
H: 3.97674 -4.83817 4.53012
O: 4.64274 0.37142 -0.25627
O: -1.42061 -2.41442 -1.91629

[2]
ORCA calculation (ωB97M-V/def2-TZVPD) on a cluster of 2 separate species, C5H5N2O in total in a non-equilibrium geometry.

Charge: +1
Energy relative to the best compared isomer or geometry (same formula, charge and spin) (kcal/mol): 40.9
HOMO-LUMO gap (spin up / spin down) (eV): 7.12 / 7.68
LUMO (spin up / spin down) (eV): -6.3032 / -6.4668

Atoms and positions in Å:
C: 1.56132 -0.02498 -0.30192
C: -2.97677 -0.01201 -0.10123
H: -0.35130 -2.46061 0.53487
C: -0.49340 -0.41261 0.68118
O: -4.07557 0.09840 -0.30383
H: 1.92963 -2.18585 -0.48418
C: 0.37593 0.64753 0.11903
H: 2.45067 0.43272 -0.68739
H: 0.89968 2.59367 -0.03090
H: -0.75613 2.29830 0.41644
N: 0.00135 -1.55359 0.25926
N: 0.15648 1.93569 0.17266
C: 1.27810 -1.35666 -0.27400

[3]
ORCA calculation (ωB97M-V/def2-TZVPD) on the molecule C4H8OS in a non-equilibrium geometry.

Energy relative to the best compared isomer or geometry (same formula, charge and spin) (kcal/mol): 39.3
HOMO-LUMO gap (eV): 9.69
SMILES string: C=COCSC
LUMO (eV): 0.8700

Atoms and positions in Å:
H: 4.22154 -0.05448 0.15121
C: 2.09743 0.01750 -0.10044
C: -3.09460 0.02979 0.07320
O: 0.92072 -0.62991 -0.12817
H: 2.06141 1.13236 -0.31887
H: -3.13758 0.85658 -0.64347
S: -1.61415 -0.98064 -0.11647
C: -0.25716 0.21709 -0.09755
H: -0.22603 0.80682 -0.98353
C: 3.26911 -0.58931 0.07172
H: -0.32702 0.92390 0.70536
H: -3.99813 -0.58487 0.04095
H: 3.22106 -1.64704 0.28249
H: -3.13661 0.50220 1.06359

[4]
ORCA calculation (ωB97M-V/def2-TZVPD) on a cluster of 14 separate species, C5H38NO14 in total in a non-equilibrium geometry.

Charge: +1
Energy relative to the best compared isomer or geometry (same formula, charge and spin) (kcal/mol): 210.0
HOMO-LUMO gap (eV): 10.13
LUMO (eV): -2.5101

Atoms and positions in Å:
C: 2.27299 -1.63832 -0.27791
H: 0.84723 2.74155 3.88938
H: 0.25505 -1.16518 0.00980
N: 2.84840 1.71339 1.26928
H: -1.57588 0.68225 -0.15556
H: -2.67639 -2.19189 2.56785
H: 0.11726 1.57768 -3.65065
O: 2.38567 1.10787 -3.12111
H: -2.16906 0.42184 2.57904
H: 0.24724 1.68843 2.87069
H: -3.99135 0.92340 0.26626
H: -0.31883 4.94254 1.08356
C: 2.53415 -0.46619 0.44731
H: 0.51330 -2.73142 -0.91521
H: -0.77629 -0.65429 2.96762
H: 1.18338 -2.91259 3.10110
O: 1.64527 -3.03497 -3.54260
O: -2.45541 -1.47093 3.18887
H: -2.07605 -1.77020 -0.38004
C: 0.81973 -2.15516 -0.10284
H: -5.32602 0.26756 0.20875
H: 2.47023 1.84937 -3.50290
H: 2.49728 -0.78168 1.58094
O: -1.17326 4.50825 0.72641
H: 2.87951 -2.52607 0.01354
H: -0.84468 -1.75661 -4.70579
H: 2.40157 -1.71415 -1.32527
H: -1.60844 1.52333 -1.27910
H: -3.60801 0.45881 2.25117
H: 2.65260 2.74361 0.88960
H: 0.82966 -3.07172 -2.96762
O: -4.37299 0.12391 -0.02156
H: 1.93502 -2.18549 -3.89308
H: -0.28446 -0.26715 1.80915
C: 2.78191 0.76006 0.15461
H: 3.14449 1.20605 -0.77812
H: -0.31195 -3.20316 1.32239
H: -0.56437 0.25933 -3.31068
H: -1.47706 -1.65541 -3.29497
H: -3.27986 -1.79188 0.29771
O: -2.33606 -1.79873 0.53580
O: -0.68367 1.16927 -3.19024
C: 0.78202 -2.99456 1.23690
O: -0.28958 0.08538 2.68052
O: -0.93430 0.88936 -0.77408
O: 0.42711 3.55361 -2.71409
H: 2.29958 1.57804 2.22262
O: -2.84933 1.08216 2.25965
H: -1.94211 4.97291 1.16445
H: -0.36600 3.13139 -2.61654
H: -2.44333 -1.78237 4.12079
O: 1.10974 -2.26983 2.35388
O: 0.98787 2.40178 3.06036
H: 2.48827 0.41839 -3.75805
H: 1.06401 3.03240 -2.12421
H: 3.72402 1.75754 1.83538
O: -0.79466 -1.60107 -3.81462
H: 1.38487 -3.98047 1.25151

[5]
ORCA calculation (ωB97M-V/def2-TZVPD) on a structure of composition C21H17N2O2OsS3Te in a non-equilibrium geometry.

Charge: +1
Energy relative to the best compared isomer or geometry (same formula, charge and spin) (kcal/mol): 13.3
HOMO-LUMO gap (spin up / spin down) (eV): 4.35 / 4.55
LUMO (spin up / spin down) (eV): -6.3660 / -6.1838

Atoms and positions in Å:
C: -2.04849 -1.44140 1.09524
C: 1.13849 -3.03104 3.38083
C: 0.71555 -0.96601 2.23502
C: -3.97997 2.27101 -0.22635
Os: -2.58967 0.99181 -0.61343
H: 1.36923 -1.66009 -2.05047
C: 2.79939 -2.10959 1.91848
H: -0.33466 2.30107 2.52120
N: -1.49759 -1.65202 -0.03007
C: 0.28218 -1.97783 3.08704
C: -1.62283 1.51846 -4.71110
C: 0.36776 -2.01481 -1.82031
C: -1.12149 -1.99430 3.59013
C: 1.96395 -1.03877 1.64436
H: 0.81898 -3.80212 4.06585
H: 1.51608 3.10693 4.16666
H: -1.25487 -2.66202 4.43732
H: 3.05384 -3.90768 3.04592
C: 0.31655 -0.38487 -4.18186
C: -0.68717 1.21381 -5.66605
H: -1.52110 -1.00760 3.81346
H: 3.34789 4.51885 2.94368
C: 0.52446 2.87886 2.22930
H: 0.07735 -0.11718 2.03210
O: -4.92119 2.86642 -0.01181
S: -2.15582 -2.74092 2.25067
C: -1.60232 0.90871 -3.43271
C: 2.39388 -3.08956 2.80752
H: 1.03586 0.01266 -6.13813
H: 3.76819 -2.17632 1.45129
C: 1.51175 3.32017 3.11411
S: 2.20991 4.23536 0.82116
H: 2.28398 -0.26175 0.96774
N: -1.47261 -0.68274 -0.97309
C: 0.75384 3.27799 0.92839
O: -2.46260 1.31313 -2.55852
C: -0.61231 -0.89441 -1.96064
H: 0.35478 -2.39968 -0.80528
H: -2.39257 2.25459 -4.89300
C: -0.61296 -0.10422 -3.15889
H: 1.08378 -1.12286 -4.01606
Te: -0.31406 2.88027 -0.81151
H: 0.12645 -2.83257 -2.49611
S: -2.69540 0.16062 1.52746
C: 2.48540 4.06305 2.49362
H: -0.69474 1.72066 -6.61919
C: 0.29491 0.25795 -5.39396

[6]
ORCA calculation (ωB97M-V/def2-TZVPD) on a cluster of 3 separate species, C4H4O in total in a non-equilibrium geometry.

Energy relative to the best compared isomer or geometry (same formula, charge and spin) (kcal/mol): 130.5
HOMO-LUMO gap (eV): 10.17
LUMO (eV): 0.5801

Atoms and positions in Å:
C: -1.00432 0.80974 0.26226
H: -1.21529 1.74364 0.74022
H: 1.88616 0.55235 -1.33745
C: -0.24245 -0.43236 0.14854
C: -1.32960 -0.10502 -0.61624
O: 3.74296 -0.03660 -0.01166
H: 2.02150 0.74018 0.83788
H: -1.89797 -0.54430 -1.43388
C: 2.67553 0.51170 -0.12458

[7]
ORCA calculation (ωB97M-V/def2-TZVPD) on a structure of composition C49H59BN7O2S4Sn in a non-equilibrium geometry.

Charge: +3
Energy relative to the best compared isomer or geometry (same formula, charge and spin) (kcal/mol): 0.0
HOMO-LUMO gap (eV): 8.44
LUMO (eV): -7.1904

Atoms and positions in Å:
O: 0.06029 2.05382 0.32228
S: -1.72663 -3.75620 2.21784
S: -0.48577 -3.28928 -0.28703
C: -3.56786 -1.14302 2.43892
C: -2.65645 0.90270 -2.03521
H: -3.18732 -0.92848 0.33681
C: 1.82336 -3.62163 1.05490
H: -1.45667 -1.32158 -3.93185
C: -0.06259 3.94711 -1.59979
H: -0.52000 -0.40531 -2.75633
C: -0.30815 -3.61416 -2.93235
H: -3.97461 3.34971 -0.57962
C: -4.31813 -4.51665 1.62664
N: -1.03931 -0.15183 1.92381
H: 3.67911 1.00303 2.77410
C: -3.93486 -1.09214 1.10258
C: -5.83311 -1.51998 3.09462
H: 4.26206 1.98317 1.09126
C: 3.17862 -5.60551 0.97758
H: -0.22763 5.46171 1.03503
N: -0.03771 -1.88606 -0.35580
H: 1.65848 -2.60366 1.38520
C: -1.96767 -5.02272 -1.84894
H: -6.57440 -1.68174 3.86593
C: -0.22386 -7.38623 2.80167
H: 3.48004 5.45818 1.83973
H: -0.95340 3.99741 -2.22896
C: 1.75592 4.51531 0.94998
H: -3.28258 1.93605 0.24344
B: 3.98930 0.92437 1.60740
H: -4.37778 2.96906 -3.31413
H: -2.90599 1.38121 3.82745
N: -3.72674 1.66337 -1.80079
C: -1.19827 -0.31793 -3.59738
C: -3.30981 0.65771 -4.38847
H: 2.15399 3.50507 1.02861
C: -0.92574 -6.31275 2.28613
C: -2.39248 0.88684 4.64351
H: -5.57185 -1.22202 -0.27402
H: -3.26336 -0.22040 -5.03098
C: -3.57200 -4.63136 3.94428
H: 0.45667 -2.85077 -2.85768
C: -5.78375 -5.34928 3.34652
H: -6.73960 -5.76559 3.63668
H: 1.39624 4.41217 -3.87510
H: -2.79221 -4.48773 4.68359
H: 1.56919 -5.78724 5.20148
C: 0.66853 -7.19262 3.85201
H: -2.96993 -6.41786 -3.12511
C: 0.87163 -5.92850 4.38691
C: -4.80096 -5.14710 4.31108
C: -1.65042 0.83884 6.92830
H: -0.53351 -0.88752 7.53723
H: -7.25992 -1.57855 1.49606
N: -1.29683 -2.51801 3.04941
Sn: -0.27988 0.04931 0.08264
C: -1.79708 -0.35855 4.46236
H: -5.35833 1.19982 -4.73825
H: 0.32981 -3.84593 4.28174
C: -0.57536 -4.23878 -4.14036
H: -0.37688 -8.37565 2.39220
C: -4.67448 2.01591 -2.86940
C: -4.50193 -1.36601 3.44532
C: -2.32156 1.47919 5.89063
H: -1.72375 -5.74370 -5.14594
H: -0.68640 0.20145 -4.40885
H: 0.45010 -5.98908 -0.99114
C: -6.21658 -1.46171 1.75943
H: 1.96019 2.76942 -4.14382
H: 0.30452 4.96494 -1.45969
N: -2.41290 0.40644 -3.24758
C: -1.53083 -5.24616 -4.20460
H: 2.01125 6.42439 1.96710
C: 2.40542 5.40752 2.00430
H: 0.73713 1.99953 -2.09154
C: -1.12630 -1.01168 5.48399
H: 1.99684 4.89331 -0.04582
H: 0.23625 3.14238 -4.25863
C: 0.17758 -4.83807 3.88272
H: -4.98954 -5.40380 5.34491
C: 0.24793 4.48141 1.14943
C: 1.13877 -5.52710 -0.29611
H: 1.95356 3.19181 -1.70566
C: -4.00571 2.26250 -0.49594
C: -4.71860 0.91525 -3.90524
C: -1.05481 -0.39704 6.72659
H: -5.13148 0.00574 -3.46227
C: 2.95419 -4.31671 1.44769
H: -2.78812 2.44040 6.05791
C: -5.54672 -5.03370 2.01656
C: -1.01572 -4.01044 -1.80306
H: -2.92582 1.50624 -4.96088
H: 1.20655 -8.03882 4.25889
S: -0.65862 3.41192 0.03034
H: 4.83352 0.08691 1.39904
C: -5.26980 -1.25507 0.76588
H: -6.31546 -5.20145 1.27372
C: 0.92697 -4.24417 0.19144
C: 1.00483 3.05206 -2.22404
H: -5.64703 2.15997 -2.40196
H: -0.01930 4.09759 2.13696
H: 2.46885 -7.20210 -0.26959
H: -1.59164 1.31089 7.89996
H: 4.07356 -6.13721 1.27394
N: 1.75839 0.06239 0.33499
H: -4.11260 -4.27428 0.59371
S: -1.83965 -0.99956 2.82369
C: -3.35368 -4.32779 2.60248
H: 2.24253 5.01333 3.00833
H: -5.00239 1.96774 -0.17094
N: -1.75235 -3.66062 0.65829
H: -0.02956 -3.94972 -5.02869
H: -0.66687 -1.97444 5.31789
H: 3.67275 -3.84312 2.10371
C: 2.72031 0.42979 0.88280
C: -0.70994 -5.05436 2.84024
H: -1.63930 -6.45556 1.48275
O: -1.86315 0.68940 -1.03361
H: -2.50035 -5.31813 -0.95606
C: 2.27736 -6.20703 0.10907
H: -4.20242 -1.40658 4.48471
C: 1.15553 3.36164 -3.71060
C: -2.22774 -5.63323 -3.06626

[8]
ORCA calculation (ωB97M-V/def2-TZVPD) on a structure of composition C4H5N3O in a non-equilibrium geometry.

Energy relative to the best compared isomer or geometry (same formula, charge and spin) (kcal/mol): 91.6
HOMO-LUMO gap (eV): 9.83
LUMO (eV): 0.4407

Atoms and positions in Å:
H: 0.03520 -1.69354 -0.80578
C: 1.37984 -0.05794 0.01663
H: -2.47350 -0.65438 1.21562
C: 0.18846 -0.62078 -0.36162
H: 0.74240 2.89400 -0.17009
N: -2.23522 -0.39922 0.14756
C: 0.44665 1.89982 -0.10682
O: 2.32760 -0.90431 0.15585
C: -0.87659 0.17476 -0.08552
H: 2.06724 -1.73514 0.14379
N: 1.67507 1.24076 0.14271
H: -2.53880 -1.61740 -0.29261
N: -0.73837 1.47337 0.00028

[9]
ORCA calculation (ωB97M-V/def2-TZVPD) on a structure of composition C7H23Cl3GeN5Sn.

Charge: +2
Energy relative to the best compared isomer or geometry (same formula, charge and spin) (kcal/mol): 0.0
2S+1: 2
HOMO-LUMO gap (spin up / spin down) (eV): 8.97 / 7.39
<S²>: 0.75
LUMO (spin up / spin down) (eV): -5.7332 / -7.9170

Atoms and positions in Å:
H: -2.49820 1.10810 -4.00364
H: -0.01794 0.66962 4.22023
H: 1.27294 0.46590 -2.47037
C: 0.70963 1.71419 2.48477
N: 0.38858 0.88726 -2.19562
Ge: 0.28729 -4.66737 -1.90470
Cl: 0.43640 -4.76881 0.23780
N: 0.38548 1.78164 1.02993
H: 1.74626 1.41084 2.58074
H: 0.91781 -2.39398 2.87441
N: -0.05850 -0.59013 2.48296
H: 0.62367 2.70182 2.93887
H: -1.89676 2.73053 -0.88837
C: 2.28323 -1.10803 1.81998
N: 1.76907 -1.29700 0.45199
H: -0.24483 0.50338 -4.17706
H: 0.54308 1.89040 -2.26127
H: -3.02674 0.16487 -1.73506
Cl: 1.10124 -2.68538 -2.37853
H: -0.85641 -1.17375 2.70892
H: 1.47240 -2.26481 0.32080
H: -0.93139 -0.55708 -2.96293
C: -2.80096 1.21962 -1.91347
H: -1.25523 1.02290 3.02616
H: 3.11417 -1.78543 2.02807
H: -2.90062 1.85983 0.02392
C: -0.21408 0.71148 3.14539
H: -3.75228 1.71588 -2.11417
H: 1.52785 -1.05797 3.82711
C: 1.17272 -1.33417 2.83054
H: 2.51697 -1.16361 -0.22413
H: 1.13334 2.26424 0.53583
Sn: -0.33889 -0.16976 -0.05276
Cl: 1.50915 -6.10422 -2.82658
H: 2.68064 -0.09854 1.88546
H: -0.43789 2.36683 0.90430
C: -1.90013 1.36270 -3.12658
H: -1.61977 2.41330 -3.26700
C: -0.66428 0.48185 -3.17011
N: -2.17704 1.77288 -0.68583

What is the formula in the eighth record?
C4H5N3O